{"formula": "C53H66Br2Cl2N5O2RbS", "method": "the ωB97M-V functional and the def2-TZVPD basis", "elements": ["C", "C", "N", "C", "H", "H", "H", "N", "Cl", "H", "H", "C", "N", "C", "C", "H", "C", "C", "H", "N", "H", "C", "H", "H", "H", "H", "H", "H", "C", "C", "H", "C", "H", "Rb", "C", "C", "H", "H", "H", "H", "H", "C", "C", "H", "Cl", "H", "H", "H", "C", "H", "C", "H", "H", "C", "H", "C", "H", "C", "Br", "H", "C", "C", "C", "C", "H", "H", "H", "H", "C", "H", "N", "C", "C", "O", "C", "C", "C", "H", "C", "Br", "H", "H", "C", "H", "C", "C", "O", "C", "H", "H", "C", "C", "H", "C", "C", "H", "C", "C", "H", "C", "C", "H", "H", "C", "H", "H", "H", "H", "C", "H", "H", "H", "H", "C", "H", "H", "H", "C", "H", "C", "H", "C", "C", "H", "H", "S", "C", "H", "C", "H", "H", "H"], "coordinates": [[0.8757, -3.1039, 0.0590], [-4.2682, 2.1102, -0.3097], [2.1510, 0.3688, 3.4126], [1.7459, 2.3131, 6.4829], [-6.2361, 0.4752, 1.8804], [2.3818, -7.1194, 0.2808], [3.7219, -5.0729, -0.3938], [-0.4629, 0.4186, -1.9498], [0.0281, 2.8348, 0.6367], [3.5778, 5.0909, -2.6466], [1.7477, -3.7003, -4.3436], [-1.6122, -3.4694, 2.9817], [0.5094, -2.0702, -0.7100], [-0.3812, 1.8092, 5.5492], [1.9303, -6.2619, -0.2220], [0.5973, -1.2712, -5.6714], [-4.9422, -3.4037, 3.8560], [-0.5608, 1.8774, -3.7153], [2.1847, 0.5233, -5.0937], [-1.6655, -1.9954, 1.2216], [5.3082, 1.5961, -0.2395], [-2.6775, -1.7116, 2.0471], [0.9116, -6.1399, 0.1374], [-5.6774, -3.4424, 4.6625], [-1.3525, 3.8474, -3.9093], [4.1235, -0.4112, -0.9730], [4.0570, -4.1099, -2.3802], [-5.1920, 2.2122, -2.8556], [0.4135, 0.0201, -2.8861], [-1.1503, -4.6164, 3.8272], [1.2996, 5.3784, -1.6532], [4.7121, 0.1378, -1.7100], [1.2449, 5.3774, -3.4185], [-0.0417, -0.0144, 0.8945], [-5.8501, 2.7179, -2.1525], [3.7968, 1.4882, 5.3237], [-3.9366, -1.6331, 4.5629], [-5.7269, 3.6727, -0.2271], [-1.5557, -4.5172, 4.8397], [-4.4003, -0.6227, 2.5986], [3.6746, -2.6046, -3.2301], [-2.9808, 1.5822, -0.7637], [-5.5491, 2.2579, 2.8757], [1.8752, -1.2893, -3.6711], [0.2213, 5.7425, 0.8573], [-0.5272, -0.1102, -6.3523], [-4.7614, 1.7685, 3.4428], [5.0437, -0.5529, 2.1091], [-0.9692, -3.0096, 1.7475], [2.8361, -4.8428, 1.1195], [1.2362, -1.1046, -2.8122], [4.2896, 3.2649, -1.2528], [4.2626, 1.7694, -3.0842], [-3.6771, -2.6575, 4.2850], [-6.4332, 2.3468, 3.5096], [2.8839, 4.2458, -2.5836], [3.4951, -0.2705, 1.2741], [4.3197, 0.7677, 4.2832], [-2.2821, 1.9293, 5.6506], [6.4641, 0.2918, -0.4741], [2.2641, -3.1441, -1.7196], [-1.1098, 1.4973, -2.4180], [3.4499, 0.2017, 3.3350], [-3.5930, -0.6740, 1.8761], [3.2117, 0.3457, -3.2251], [6.3414, 1.5769, -1.6838], [-1.1661, -6.7891, 3.8748], [1.1428, 1.7340, -5.8484], [0.3714, 2.3837, 6.5484], [-2.9478, 2.1836, -4.9283], [-2.6308, 0.5297, -0.0099], [1.4538, 4.7672, -2.5401], [2.7192, -4.9760, 0.0383], [-0.5586, 0.7345, 3.4707], [-5.0414, 3.2209, -0.9506], [0.3740, 0.9320, -4.0231], [2.4011, 1.6373, 5.4444], [-0.1620, 3.4120, -5.1410], [0.2131, -3.5248, 1.2142], [2.7712, 3.1468, 7.8816], [-0.1232, 2.8894, 7.3678], [-1.2027, -6.0957, 2.2443], [-0.8571, 4.3615, 0.5835], [-4.6916, -4.4230, 3.5640], [5.7730, 0.9581, -0.9861], [0.5280, -0.3112, -6.1770], [2.6077, 1.1651, -0.1430], [-2.6768, -2.6445, 3.1752], [-2.5285, 3.5062, -6.0356], [-6.6574, 1.9752, 1.0478], [3.7571, 0.9789, -2.5329], [1.1409, 0.7851, -5.2995], [-2.6389, 2.9619, -2.3339], [-2.2395, 2.0812, -1.8362], [-3.5885, 0.3293, 0.9065], [0.7592, 3.9308, -2.5212], [2.0207, -3.7869, -0.5423], [1.3060, -2.0438, -1.7854], [0.6712, -4.3504, 1.7504], [-5.8616, 1.4653, 1.6023], [0.1418, 1.1620, 4.3971], [-2.6529, -6.0743, 3.2407], [3.6718, -1.6558, 2.3317], [1.6061, 1.0556, 4.4116], [-3.2575, -3.1463, 5.1695], [-0.0584, -4.5912, 3.9062], [-5.2059, 3.2588, 2.6188], [-6.3485, 3.5424, -2.6678], [2.5321, -4.3062, -3.8948], [-6.6087, 2.0056, -1.8309], [5.3908, 0.6382, 4.1852], [-5.3859, -2.9074, 2.9955], [-1.6090, 4.3772, 1.3735], [-1.0053, 3.0340, -4.5526], [4.4522, 1.9393, 6.0602], [2.8255, 3.8511, -0.4495], [-4.3570, 4.0047, -1.2882], [3.2186, 3.4082, -1.3629], [-1.7861, 1.9094, -6.2263], [-1.5685, -5.9796, 3.2619], [1.0424, -0.3808, -7.1374], [3.2388, -3.5091, -2.7933], [-2.1405, 2.6377, -5.4991], [1.8890, -6.4670, -1.2905], [-1.3027, 4.4918, -0.4031], [2.4029, 1.7282, -1.4761], [-4.6448, 1.3296, 0.7419], [2.0634, -5.1941, -3.4735], [3.9605, -0.6163, 2.1926], [3.0112, 3.6369, -3.4834], [3.2304, -4.6152, -4.6754], [5.2011, -0.6027, -2.3501]], "atomic_forces_ev_per_a": [[0.19, -0.16, -0.29], [-0.17, 0.04, 0.32], [0.14, -0.41, -0.64], [-0.19, 0.34, 0.66], [-0.05, 0.05, -0.07], [0.01, -0.09, 0.01], [-0.03, 0.04, 0.10], [-0.19, -0.33, 0.40], [-0.15, 1.32, 0.00], [0.05, -0.09, -0.08], [-0.09, 0.01, -0.07], [-0.07, 0.05, 0.26], [-0.35, 0.01, -0.17], [-0.48, -0.04, -0.17], [0.15, 0.00, 0.09], [-0.03, -0.11, 0.02], [0.00, 0.05, 0.15], [0.21, 0.07, -0.10], [0.00, 0.09, -0.06], [-0.28, -0.14, -0.44], [0.01, 0.08, 0.10], [-0.14, -0.24, 0.12], [-0.12, -0.07, 0.01], [-0.09, 0.00, 0.02], [0.11, 0.04, -0.01], [0.02, -0.12, -0.03], [0.00, 0.10, -0.02], [0.04, -0.06, -0.09], [-0.27, 0.07, -0.36], [-0.10, 0.01, -0.07], [-0.05, 0.02, 0.05], [0.09, 0.13, 0.18], [-0.11, 0.02, -0.08], [0.72, 0.17, 0.25], [0.03, 0.19, 0.05], [0.17, -0.06, -0.02], [0.08, -0.01, 0.08], [0.08, 0.06, 0.02], [0.10, 0.04, -0.01], [0.00, -0.01, 0.07], [0.09, -0.05, 0.04], [-0.13, 0.02, 0.18], [-0.18, -0.09, -0.06], [0.08, 0.04, 0.01], [0.16, 0.36, 0.14], [-0.07, 0.02, -0.05], [0.12, 0.00, 0.07], [0.11, -0.02, -0.04], [-0.13, -0.24, 0.16], [0.07, 0.01, -0.07], [-0.03, -0.05, -0.05], [0.08, -0.11, 0.08], [0.01, 0.13, -0.06], [-0.04, -0.18, -0.16], [-0.05, 0.03, 0.09], [-0.15, 0.12, 0.08], [0.03, 0.01, -0.13], [-0.09, 0.12, 0.14], [-0.01, 0.04, 0.04], [0.14, 0.00, 0.10], [0.23, -0.12, 0.21], [0.29, -0.08, -0.18], [0.07, 0.08, 0.03], [-0.08, 0.04, 0.04], [0.05, 0.02, -0.11], [0.04, 0.06, -0.02], [0.01, -0.09, -0.01], [0.05, -0.03, 0.04], [0.50, 0.06, 0.12], [-0.11, -0.05, 0.00], [0.35, -0.30, -0.12], [0.17, 0.04, -0.13], [-0.13, -0.04, -0.14], [-0.08, -0.13, 0.00], [-0.06, -0.18, -0.05], [0.01, 0.29, -0.06], [-0.06, -0.10, -0.36], [-0.02, 0.09, 0.07], [0.02, -0.06, 0.14], [-0.09, -0.03, -0.04], [0.07, 0.00, 0.00], [0.03, -0.04, -0.11], [-0.19, -0.33, -0.04], [-0.03, -0.08, -0.04], [-0.12, -0.19, 0.01], [0.17, 0.10, -0.06], [-0.08, -0.87, 1.58], [0.19, -0.15, 0.20], [-0.07, 0.01, -0.07], [-0.02, -0.09, 0.01], [-0.51, -0.12, 0.02], [-0.19, -0.10, 0.03], [-0.04, -0.03, -0.04], [-0.13, 0.07, -0.05], [-0.13, 0.22, -0.16], [-0.19, -0.04, 0.05], [0.26, 0.06, -0.10], [0.10, -0.29, 0.10], [-0.03, -0.02, 0.04], [0.10, 0.12, 0.03], [-0.31, 0.22, 0.18], [-0.11, 0.02, -0.03], [0.01, -0.20, -0.01], [0.19, 0.24, 0.60], [0.03, 0.10, 0.01], [-0.05, 0.02, 0.09], [0.06, 0.08, 0.01], [-0.04, 0.02, -0.06], [0.21, 0.04, -0.03], [-0.03, -0.08, 0.03], [0.01, -0.01, -0.02], [-0.10, -0.01, -0.09], [0.15, -0.14, -0.19], [-0.10, -0.21, -0.10], [-0.08, -0.02, -0.01], [-0.12, -0.03, 0.09], [-0.03, 0.06, 0.05], [-0.28, -0.43, -0.25], [-0.02, -0.08, -0.07], [0.10, 0.10, 0.14], [0.00, -0.06, -0.10], [-0.18, -0.10, 0.03], [0.06, 0.17, 0.02], [-0.04, -0.04, -0.09], [0.06, -0.20, 0.17], [1.19, 1.55, -1.34], [-0.13, 0.13, -0.19], [-0.03, -0.07, 0.01], [-0.06, -0.03, -0.03], [0.13, 0.06, -0.12], [0.01, -0.03, -0.09], [-0.11, 0.03, -0.10]], "lowdin_charge": [-0.275, -0.148, 0.173, -0.645, 0.101, 0.061, 0.096, 0.079, 0.562, 0.103, 0.064, -0.132, 0.026, -0.608, -0.095, 0.062, -0.097, -0.165, 0.090, 0.000, 0.063, -0.264, 0.062, 0.059, 0.097, 0.090, 0.098, 0.064, -0.323, -0.197, 0.031, -0.287, 0.071, 0.898, -0.098, -0.056, 0.104, 0.097, 0.097, 0.094, 0.092, -0.278, -0.093, 0.091, 0.508, 0.064, 0.049, 0.068, -0.275, 0.104, 0.005, 0.068, 0.082, -0.195, 0.061, -0.298, 0.043, -0.034, 0.699, 0.066, -0.147, -0.283, -0.327, 0.054, 0.037, 0.069, 0.059, 0.100, -0.215, 0.070, 0.064, -0.113, -0.202, -0.171, -0.208, -0.169, -0.214, 0.098, 0.035, 0.641, 0.083, 0.061, -0.954, 0.061, -0.111, -0.090, -0.583, -0.134, 0.061, 0.096, -0.292, -0.198, 0.093, 0.005, -0.246, 0.051, -0.143, -0.258, 0.093, -0.206, -0.478, 0.060, 0.081, -0.133, 0.099, 0.104, 0.071, 0.059, -0.092, 0.069, 0.098, 0.066, 0.039, -0.217, 0.063, 0.078, 0.096, -0.314, 0.057, -0.097, 0.061, -0.201, -0.089, 0.060, 0.022, 0.931, -0.141, 0.063, -0.025, 0.094, 0.060, 0.105], "energy_ev": -244201.08981, "e_homo_ev": -1.186, "gap_ev": 4.81, "fmax_ha_per_bohr": 0.0461, "charge": -2, "relative_energy_ev": 1.2029}